1.
A structure of composition C12H15Br6Cl3O9 at a distorted geometry. Source: OMol25; level of theory: ωB97M-V/def2-TZVPD.

Computed properties:
Electronic energy, a.u.: -17967.62471
LUMO energy, hartree: -0.016
Orbital gap, Eh: 0.31652
Net charge: 0
Energy relative to the best compared isomer or geometry (same formula, charge and spin), kcal/mol: 271.6

Geometry (Å):
H (1.9408, -2.1402, 2.6859)
Br (-1.5468, 2.5337, -2.7221)
H (0.0398, 0.7083, -3.0912)
C (2.3622, -1.4900, -0.4186)
C (0.8112, 4.1332, 0.4744)
Cl (1.3608, 1.4720, -1.6018)
H (-1.6263, -1.3500, -0.0913)
H (-1.1909, 4.3022, 1.3355)
C (2.5072, -1.7756, 1.8290)
O (2.3548, -0.2584, 0.1400)
H (-0.2162, -2.8814, -1.1874)
C (-0.9763, -0.2267, 2.0220)
O (-2.5635, -5.2815, 0.7045)
H (3.5402, -2.0872, 1.9839)
H (1.3617, 0.1306, 1.8088)
Br (-2.8835, -0.1467, 1.3416)
H (3.1470, 0.3239, 1.8622)
Br (0.5920, 2.2716, -5.0733)
Br (0.1156, -1.8166, 1.5410)
Br (-1.0108, 0.0035, 3.9872)
O (2.1949, -2.3683, 0.5926)
C (-2.2853, -4.2628, 0.0737)
H (0.5723, 0.0359, 0.1805)
Cl (-1.2609, 1.4442, -0.1715)
C (-1.2762, -3.0207, -1.3999)
O (1.5618, 3.5134, 1.5008)
Br (-1.8544, 0.0856, -4.7560)
H (-1.2934, 3.5212, -0.1468)
H (1.0184, 3.7976, -0.5418)
H (0.9069, 5.2189, 0.4858)
C (0.1197, 0.4769, -0.7076)
C (-2.1971, -2.1365, -0.5850)
O (-2.5898, -2.9862, 0.4348)
C (0.8685, 2.4615, 1.8510)
Cl (-0.4815, -0.8083, -1.8083)
H (-0.4499, 0.6488, 1.6417)
C (-0.6151, 3.6298, 0.6995)
O (2.3284, -1.7213, -1.6054)
O (-0.3159, 2.3955, 1.2120)
O (-1.7530, -4.2806, -1.0978)
C (-0.5611, 1.2303, -3.8359)
H (-1.3620, -2.9328, -2.4830)
H (-2.9449, -1.6931, -1.2426)
C (2.3218, -0.3181, 1.5540)
O (1.2288, 1.6444, 2.6256)

Mulliken population analysis, charges in e, atoms 1 to 4:
1. H 0.526
2. Br 0.062
3. H -0.133
4. C 0.885



2.
An isolated molecule of C4H5N3S at a distorted geometry. Source: OMol25; level of theory: ωB97M-V/def2-TZVPD.

Computed properties:
Electronic energy, a.u.: -717.75332
LUMO energy, hartree: -0.022
Orbital gap, Eh: 0.30214
Net charge: 0
Energy relative to the best compared isomer or geometry (same formula, charge and spin), kcal/mol: 88.1

Geometry (Å):
H (-1.5350, -0.6952, 1.7514)
H (0.0158, 0.8728, -2.3282)
H (1.6939, 2.1654, -1.3104)
C (0.4985, 0.7178, -1.3848)
N (1.3194, 0.3949, 1.3466)
C (-0.3554, -0.1383, -0.5766)
H (0.1332, -1.0649, 2.5639)
S (-1.8075, -0.9233, -0.8948)
C (1.3733, 1.4380, -0.7544)
H (-0.8197, -2.0056, 1.2169)
C (-0.6002, -1.0459, 1.7287)
N (0.1675, -0.2354, 0.7259)
N (1.9324, 1.2219, 0.5483)

Mulliken population analysis, charges in e, atoms 1 to 4:
1. H 0.447
2. H 0.372
3. H 0.507
4. C -0.412



3.
A structure of composition C47H88F3N4O15SV at a distorted geometry. Source: OMol25; level of theory: ωB97M-V/def2-TZVPD.

Computed properties:
Electronic energy, a.u.: -4833.03960
LUMO energy, hartree: -0.006
Orbital gap, Eh: 0.32610
Net charge: 0

Geometry (Å):
C (-0.8886, -7.7173, -4.1015)
H (-3.4596, -0.6367, 4.0749)
H (-2.9278, 3.8011, -4.0279)
C (1.2922, -3.2694, -4.3557)
F (-1.8079, 1.0623, 5.5687)
H (-3.4696, -2.2826, -2.2815)
C (-3.3355, 3.9199, 1.4007)
H (1.3481, 5.6231, 2.1325)
H (-0.3095, 7.8695, 2.7074)
C (3.1086, 4.3802, 2.0156)
H (1.2310, 3.7893, 1.8829)
C (3.8095, -1.3310, 2.6279)
H (-2.0507, -1.7198, -1.4742)
C (-2.4146, 5.7000, -4.7831)
H (2.3029, -8.2632, -3.8106)
C (-2.3053, 7.7237, 2.2187)
H (-3.8058, 1.0976, -4.5342)
H (-2.9227, 7.7096, 0.1054)
H (1.9464, -3.6663, -3.5948)
H (-6.5694, 1.3625, -1.8524)
H (1.9193, -2.6219, -4.9553)
C (-1.8435, 3.7169, 1.1417)
H (3.6390, 2.5973, -2.2339)
H (-1.2557, 3.8879, -4.2645)
C (4.8730, -3.7677, 5.2782)
C (-2.9193, -1.1314, 3.2081)
H (3.5521, -2.3535, 2.5926)
H (0.2069, -5.1602, -4.8982)
H (-1.4420, -3.6274, -0.7869)
C (-4.2951, 0.4623, 1.7752)
C (0.3869, -7.4313, -3.3831)
O (-2.6583, 7.5106, 3.3486)
H (6.9770, -3.3518, -0.7031)
F (-0.7963, 2.9791, 5.2547)
H (0.6186, 1.1247, -3.2269)
C (0.7012, -4.3081, -5.3619)
H (-1.7676, -3.7885, 0.9682)
H (-3.3427, 6.1431, -4.3701)
C (-3.0318, -0.2713, 1.9935)
H (-0.7612, -3.9278, 4.3685)
H (-4.4798, 3.2417, -3.2434)
O (0.7691, -0.4625, 4.9059)
H (4.6550, -6.2320, 2.9419)
O (-4.0884, -2.5872, 0.6589)
H (2.8319, 3.5859, -3.4698)
H (1.7383, -4.5917, 1.5451)
C (-5.0872, 2.3494, -3.2867)
H (1.5568, -9.0952, -2.4755)
H (-4.2192, 7.8231, 1.2503)
N (-1.9582, 1.3977, -2.3236)
H (-0.0890, -3.8625, -5.9691)
C (0.2142, -2.5837, -3.5312)
C (0.0500, -4.2179, 3.6874)
H (-2.6921, 5.5160, -5.8511)
H (3.3610, 5.5350, 3.7888)
H (-4.2855, 1.1960, 1.0206)
O (-0.4141, 0.5958, 3.1029)
H (1.0173, -9.3839, -4.1928)
H (-3.2320, 3.4951, 3.5986)
C (5.1209, -5.9740, 3.8698)
C (0.0551, -3.4362, 2.4386)
H (4.3016, 1.0018, 1.1738)
H (2.9197, 4.1989, -1.9401)
H (-1.8995, -1.2922, 3.5001)
O (1.6072, 1.6890, 4.0279)
O (5.0036, -4.4059, 0.6167)
H (-0.6006, 6.7160, 1.3226)
H (-0.5413, 8.3338, 0.9938)
O (-2.1187, -0.1332, 1.2260)
H (0.5530, 0.7085, -1.4536)
H (0.2280, -5.2820, 3.5777)
H (2.5980, 1.5183, 1.4970)
H (4.7893, -6.7091, 4.5984)
C (-3.2500, -2.7758, -0.2291)
H (-1.7887, 3.9472, -1.8957)
H (6.1472, -5.8927, 3.8687)
C (3.5245, 4.5057, 3.4840)
H (5.8732, -2.7533, -1.8997)
O (-0.1309, -1.2446, -0.3096)
F (-0.1144, 1.5925, 6.7419)
C (-0.8605, 7.6863, 1.8145)
H (-3.1999, 5.2015, 3.1207)
H (-3.6694, -0.9615, -1.1535)
H (4.0657, -3.0847, 5.3887)
H (5.6591, -3.2711, 4.7079)
C (6.2808, -3.6437, -1.4036)
O (3.2068, -4.6460, 3.9402)
H (-6.6759, 3.0843, -1.9614)
H (0.7157, -1.7881, -2.9025)
H (-1.2705, 3.4024, 2.0303)
C (2.8178, -0.5627, 1.7942)
H (-2.5733, -4.7787, -0.2218)
H (-1.4968, 4.7273, 0.7726)
C (1.5308, 2.6099, -1.8455)
H (-1.7077, 2.9457, 0.3595)
H (-1.3462, -8.6773, -3.8782)
H (4.8315, -1.1251, 2.2947)
C (-3.0950, -1.8963, -1.3485)
H (-4.7594, 4.2296, 2.9872)
C (-0.6251, 1.6817, 5.5347)
H (1.4982, -4.6763, -6.0282)
H (-4.5568, 0.9322, 2.7625)
C (-2.0628, 4.8092, -2.4830)
H (-1.5675, -6.9338, -3.9448)
S (0.4637, 0.8068, 4.2676)
H (2.7773, 3.9447, 4.0901)
C (3.2469, 0.7365, 1.1358)
H (6.7897, -4.3660, -2.0522)
H (-5.3141, 2.3165, -1.1249)
H (4.5026, 4.1053, 3.6993)
H (0.1339, -4.8647, 0.9954)
O (0.6780, -6.3650, -2.9175)
O (0.1806, 1.0081, 0.6052)
C (-2.1031, 4.4920, -3.9916)
C (0.8107, -4.0677, 1.2899)
C (1.2291, 1.1705, -2.2181)
H (3.6918, -0.9904, 3.6730)
C (1.6871, 4.7124, 1.6094)
H (-0.4977, -7.6654, -5.1314)
C (5.0791, -4.2339, -0.6288)
H (0.9684, -3.3802, 0.4619)
H (1.5513, 4.7198, 0.5577)
H (-0.2264, -3.2894, -2.7477)
H (1.6756, 2.6103, -0.7788)
O (3.9280, 4.0692, 1.2044)
H (-3.3098, 9.2472, 1.0492)
O (-4.1338, 3.7641, 0.5156)
C (-4.2147, 1.0912, -3.5031)
C (3.9078, -4.3223, -1.5219)
C (-1.1588, 5.9692, -2.1981)
C (1.3846, -8.5919, -3.4895)
H (0.9976, -3.9352, 4.1466)
H (4.1398, -5.0531, -2.3074)
H (-3.2916, -2.1603, 3.0954)
C (4.3572, -4.7758, 4.3426)
N (-0.5746, 6.9068, -1.8090)
C (-2.2107, -3.7656, -0.0575)
H (2.9942, 0.6956, 0.0492)
H (5.4077, -4.2040, 6.1275)
H (-5.7258, 2.4266, -4.1575)
H (3.5981, -3.3012, -1.8755)
C (-5.9989, 2.2551, -2.0090)
H (-1.6776, 6.4824, -4.7807)
C (2.4169, 0.2775, -2.2271)
H (3.0431, -4.6667, -0.9352)
O (-0.5588, -2.3649, 2.3685)
C (-3.0274, 1.1382, -2.6653)
H (-4.7150, 0.1383, -3.4339)
C (2.7730, 3.2487, -2.4096)
N (3.2733, -0.5120, -2.3370)
N (-1.7171, -1.5469, -4.9565)
H (-3.0897, 5.1250, -2.1870)
C (-3.2293, 8.1559, 1.0788)
H (0.6063, 3.1793, -2.1411)
O (1.6536, -1.0106, 1.6974)
H (-5.0529, -0.2887, 1.4889)
C (-0.9087, -1.9935, -4.2672)
C (-3.6920, 4.2372, 2.8561)
V (-0.1157, -0.4454, 1.0873)

Mulliken population analysis, charges in e, atoms 1 to 4:
1. C -1.268
2. H 0.294
3. H -0.089
4. C -0.299